Molecular formula: C26H27ClFN3O3
Method: DFT, ωB97M-V/def2-TZVPD

Structure (XYZ):
```
61
Properties=species:S:1:pos:R:3
C -6.8878 -1.1819 1.9787
N -7.0355 0.2118 1.6418
C -8.3725 0.7315 1.8238
C -6.0700 1.0360 1.1950
O -6.2854 2.2078 0.9141
C -4.6589 0.4626 1.0484
O -4.1490 -0.2194 1.9214
C -3.9810 0.8286 -0.1746
C -4.3801 1.7310 -1.1429
N -3.4686 1.7992 -2.1345
C -3.5406 2.6442 -3.2922
C -2.4444 0.9266 -1.8584
C -1.3071 0.6231 -2.5946
C -0.4665 -0.3386 -2.0702
Cl 0.9480 -0.7818 -2.9608
C -0.7209 -0.9815 -0.8510
C 0.1420 -2.1348 -0.4124
O -0.1694 -3.2736 -0.7080
N 1.2202 -1.8372 0.3380
C 1.7018 -0.5123 0.6414
C 3.0591 -0.2747 -0.0280
C 4.0621 -1.3578 0.3750
C 5.4020 -1.1804 -0.3592
C 6.1343 0.0491 0.0922
C 6.0682 1.2320 -0.6337
C 6.7316 2.3684 -0.2067
C 7.4663 2.3080 0.9622
F 8.1223 3.4112 1.3846
C 7.5519 1.1477 1.7091
C 6.8806 0.0236 1.2653
C 3.4674 -2.7333 0.0671
C 2.1150 -2.8939 0.7564
C -1.8551 -0.6671 -0.1251
C -2.7242 0.2956 -0.6253
H -7.6052 -1.7733 1.4033
H -7.0913 -1.3286 3.0427
H -5.8842 -1.5364 1.7710
H -9.0790 0.1825 1.1972
H -8.6746 0.6339 2.8684
H -8.3731 1.7823 1.5422
H -5.2589 2.3465 -1.1462
H -4.4580 3.2277 -3.2561
H -2.6873 3.3255 -3.3196
H -3.5360 2.0422 -4.2038
H -1.0855 1.0964 -3.5377
H 0.9744 0.2282 0.3054
H 1.8094 -0.4239 1.7298
H 3.4333 0.7101 0.2555
H 2.9258 -0.2926 -1.1110
H 4.2433 -1.2851 1.4539
H 5.2130 -1.1298 -1.4329
H 6.0212 -2.0588 -0.1647
H 5.4961 1.2650 -1.5491
H 6.6889 3.2891 -0.7670
H 8.1387 1.1337 2.6141
H 6.9443 -0.8916 1.8355
H 4.1417 -3.5231 0.4022
H 3.3298 -2.8369 -1.0112
H 1.6502 -3.8446 0.4899
H 2.2365 -2.8429 1.8447
H -2.0692 -1.1651 0.8068
```

The charge is 0. The SMILES is CN(C)C(=O)C(=O)c1cn(C)c2cc(Cl)c(C(=O)N3CCC(Cc4ccc(F)cc4)CC3)cc12. For the HOMO energy, the calculation gives -8.40 eV. The energy above the lowest of the compared OMol25 structures with the same formula, charge and spin comes out at 0.00 kJ/mol.

---

Molecular formula: C18H39MgN7O3S
Method: DFT, ωB97M-V/def2-TZVPD

Structure (XYZ):
```
69
Properties=species:S:1:pos:R:3
Mg -0.3047 -0.2760 1.0565
N -4.1521 -0.4358 2.3628
C -2.8377 -0.5458 2.1572
O -2.3635 -0.4258 1.0056
C -1.9673 -0.8014 3.3645
C -0.5626 -1.2357 2.9449
H -4.7776 -0.2537 1.5958
H -4.5471 -0.5557 3.2789
H -2.4845 -1.5268 4.0042
H -1.9330 0.1397 3.9244
H -0.5634 -2.3224 2.7934
H 0.1419 -1.0482 3.7576
N -0.4854 -0.6726 -5.1403
C -0.3278 0.5663 -4.2813
C -1.2119 0.4346 -3.0545
C -1.2106 1.7564 -2.2557
N -1.4319 1.4320 -0.8428
C 0.1017 2.5394 -2.4924
C 1.3400 1.6613 -2.6939
N 1.6012 0.8568 -1.5011
C 1.1475 0.7428 -3.9284
H -1.4641 -0.8147 -5.3939
H -0.1648 -1.4907 -4.6195
H 0.0626 -0.6020 -5.9990
H -0.6718 1.4004 -4.8941
H -0.8123 -0.3294 -2.3855
H -2.2331 0.1638 -3.3387
H -2.0242 2.3873 -2.6309
H -2.3827 1.1104 -0.6951
H -1.3138 2.2661 -0.2738
H 0.2719 3.2168 -1.6518
H -0.0158 3.1642 -3.3795
H 2.1872 2.3189 -2.9099
H 1.6042 1.4819 -0.6988
H 2.5346 0.4604 -1.5400
H 1.5971 -0.2273 -3.6906
H 1.6800 1.1646 -4.7827
C 0.2329 5.2253 3.0156
N 0.6070 4.0072 3.6957
C 0.8679 3.9914 5.1349
C 1.2121 2.5198 5.4142
N 0.8843 1.8812 4.1392
C 0.6353 2.7817 3.1740
S 0.3856 2.4018 1.5526
H 0.9812 5.9967 3.1968
H -0.7345 5.5851 3.3726
H 0.1703 5.0287 1.9500
H -0.0180 4.3227 5.6803
H 1.6885 4.6661 5.3772
H 0.6125 2.1007 6.2194
H 2.2657 2.3881 5.6603
H 1.1857 0.9495 3.9112
O 2.6434 -3.1750 0.6350
C 1.4571 -2.7687 0.3052
O 1.1139 -1.6064 0.4458
C 0.5241 -3.8509 -0.2654
N 1.2747 -5.0933 -0.4470
C 1.2989 -5.4512 -1.8786
C 1.0093 -4.1349 -2.6007
C 0.0192 -3.4374 -1.6582
H -0.3003 -3.9406 0.4460
H 0.9377 -5.8569 0.1223
H 2.6789 -4.1214 0.3460
H 0.5239 -6.1823 -2.1229
H 2.2660 -5.8736 -2.1452
H 0.5986 -4.3333 -3.5919
H 1.9252 -3.5490 -2.7110
H -0.9903 -3.8221 -1.8109
H 0.0167 -2.3493 -1.7343
```

The charge is +2. For the HOMO energy, the calculation gives -12.21 eV. The energy above the lowest of the compared OMol25 structures with the same formula, charge and spin comes out at 28.01 kJ/mol.

---

Molecular formula: C28H25MoN3O7S2
Method: DFT, ωB97M-V/def2-TZVPD

Structure (XYZ):
```
66
Properties=species:S:1:pos:R:3
Mo 0.6200 -0.2975 1.6109
C 0.7167 6.3201 -4.1692
C 0.9816 5.2905 -3.1051
C 1.4930 5.6672 -1.8668
C 1.7380 4.7263 -0.8783
C 1.4692 3.3931 -1.1417
C 0.9609 2.9894 -2.3690
C 0.7131 3.9422 -3.3394
S 1.9749 2.1773 0.0417
O 2.8136 1.2536 -0.6785
O 2.5211 2.8691 1.1746
N 0.6140 1.3584 0.5175
C -0.6299 2.1379 0.4805
C -1.5575 1.6425 1.5892
O -2.6637 2.0984 1.7516
O -1.0469 0.6434 2.2647
H 1.3866 7.1719 -4.0606
H -0.3073 6.6938 -4.1056
H 0.8534 5.8957 -5.1631
H 1.7039 6.7118 -1.6735
H 2.1404 5.0026 0.0865
H 0.7772 1.9391 -2.5588
H 0.3148 3.6359 -4.2991
H -1.1577 2.0051 -0.4675
H -0.4486 3.2051 0.6126
O -1.3169 -1.0578 0.1726
C -1.6346 -2.4411 0.3913
C -0.2823 -3.0755 0.7971
O 0.0288 -4.2124 0.5766
O 0.4808 -2.2416 1.4850
C -2.3157 -2.9995 -0.8549
C -3.1214 -2.1393 -1.5978
C -3.8299 -2.5997 -2.6958
C -3.7466 -3.9329 -3.0691
C -2.9522 -4.7950 -2.3317
C -2.2423 -4.3373 -1.2294
C -2.5705 -2.6349 1.5981
C -3.3410 -1.6023 2.1170
C -4.1984 -1.8341 3.1848
C -4.2994 -3.0974 3.7408
C -3.5425 -4.1362 3.2160
C -2.6870 -3.9078 2.1523
H -2.0449 -0.5231 0.5138
H -3.2052 -1.0936 -1.3316
H -4.4480 -1.9117 -3.2580
H -4.2993 -4.2941 -3.9266
H -2.8784 -5.8378 -2.6123
H -1.6234 -5.0206 -0.6713
H -3.3081 -0.5906 1.7304
H -4.7797 -1.0120 3.5806
H -4.9620 -3.2733 4.5777
H -3.6150 -5.1303 3.6372
H -2.1014 -4.7252 1.7516
C 6.7572 0.2725 1.6478
C 5.3259 -0.1430 1.5425
C 4.8778 -0.9597 0.5025
C 3.5321 -1.2152 0.4206
N 2.6947 -0.7370 1.3415
C 3.2204 -0.0066 2.3461
S 1.9525 0.4840 3.4439
N 4.4884 0.3153 2.4788
H 7.4136 -0.5984 1.6664
H 6.9055 0.8617 2.5479
H 7.0268 0.8718 0.7765
H 5.5594 -1.3498 -0.2388
H 3.1013 -1.8112 -0.3734
```

The charge is 0. As for the spin multiplicity: 3. For the HOMO energy (alpha / beta), the calculation gives -8.68 / -9.13 eV.

---

Molecular formula: C9H23FN4O3S
Method: DFT, ωB97M-V/def2-TZVPD

Structure (XYZ):
```
41
Properties=species:S:1:pos:R:3
C -0.5819 -2.5610 0.4066
C 0.1557 -1.5303 -0.4428
C -0.5178 -0.1527 -0.5411
C -1.1320 0.3870 0.7628
C -0.7298 1.8324 1.1089
C 0.2538 1.8890 2.2668
N 1.4858 1.1491 1.8888
N 2.4060 1.9701 1.1982
C 3.1070 1.3087 0.0930
C 3.8755 2.3629 -0.6944
S 2.1441 0.1806 3.0340
O 3.1285 -0.6570 2.4522
O 1.1426 -0.3057 3.9100
F 2.9759 1.2402 3.8843
H -1.6281 -2.6268 0.1078
H -0.1245 -3.5445 0.2904
H -0.5396 -2.3229 1.4706
H 1.1811 -1.4187 -0.0750
H 0.2358 -1.9268 -1.4585
H 0.2275 0.5627 -0.9010
H -1.2894 -0.2077 -1.3092
H -0.8351 -0.2535 1.5960
H -2.2192 0.3132 0.7143
H -1.5970 2.4448 1.3627
H -0.2495 2.3026 0.2466
H 0.5412 2.9177 2.4918
H -0.1661 1.4231 3.1548
H 3.0501 2.4086 1.8503
H 3.7767 0.5184 0.4375
H 2.3343 0.8493 -0.5220
H 4.2773 3.1307 -0.0305
H 4.7180 1.9137 -1.2193
H 3.2399 2.8531 -1.4304
N -5.0342 -2.4481 -2.6984
C -3.7425 -2.0339 -2.8706
N -3.4060 -1.6787 -4.1479
O -2.9460 -1.9841 -1.9503
H -5.7029 -2.4983 -3.4424
H -5.3072 -2.7170 -1.7721
H -2.4631 -1.3760 -4.3041
H -4.0449 -1.7143 -4.9185
```

The charge is 0. The SMILES is CCCCCCN(NCC)S(=O)(=O)F.NC(N)=O. For the HOMO energy, the calculation gives -9.76 eV.

---

Molecular formula: C2H24F6NO16S2
Method: DFT, ωB97M-V/def2-TZVPD

Structure (XYZ):
```
51
Properties=species:S:1:pos:R:3
C -3.3133 -1.2449 -1.1885
F -4.4863 -1.4403 -0.4933
F -3.1005 -2.0908 -2.1971
F -3.3967 0.0793 -1.5782
S -1.9218 -1.3019 0.1350
O -2.5176 -0.9419 1.4099
O -1.4270 -2.6691 0.0460
N -0.5107 -0.3777 -0.5091
S -0.2279 0.5492 0.7253
O -1.2255 1.6264 0.9114
O 0.2624 -0.2360 1.8212
C 1.3959 1.4507 0.0931
F 1.7548 2.4557 0.9634
F 2.4391 0.5480 -0.0092
F 1.1679 1.9949 -1.0745
O 1.4476 -2.0230 -1.0069
H 0.5632 -1.7338 -0.7824
H 1.7501 -1.3882 -1.6564
O 0.0459 1.1116 4.0853
H 0.6427 0.4179 3.8046
H 0.4838 1.5166 4.8340
O 5.1608 1.0999 0.8092
H 5.4344 0.5107 1.5122
H 5.5966 0.7598 0.0278
O 0.6681 -4.7395 -0.8964
H 1.5559 -4.4462 -0.6914
H 0.1422 -3.9398 -0.8833
O -2.2289 -5.3837 0.3132
H -2.1582 -4.4484 0.5038
H -1.5932 -5.7965 0.8979
O 0.5697 3.8678 3.5130
H 0.1140 3.0361 3.6428
H 0.1822 4.2321 2.7172
O -3.7609 3.0145 0.0533
H -4.4590 3.2194 0.6753
H -3.3177 2.2551 0.4317
O 4.0305 -0.7193 -2.8607
H 4.2276 -0.6900 -1.9245
H 3.9097 -1.6495 -3.0516
O -0.4113 -0.1539 -3.2148
H -0.4854 -0.2633 -2.2668
H -0.9270 0.6292 -3.4071
O -0.8518 4.5029 -1.3961
H -1.6576 4.2044 -0.9743
H -0.7047 3.8754 -2.1038
O 3.5508 3.4353 -3.1547
H 2.7359 2.9400 -3.0718
H 4.1612 2.8254 -3.5690
O -2.9710 -2.7983 3.7115
H -3.2009 -2.0865 3.1142
H -3.1382 -3.5961 3.2097
```

The charge is 0. As for the spin multiplicity: 2. For the HOMO energy (alpha / beta), the calculation gives -11.03 / -11.02 eV. The energy above the lowest of the compared OMol25 structures with the same formula, charge and spin comes out at 0.00 kJ/mol.

---

Molecular formula: C4H6ClF
Method: DFT, ωB97M-V/def2-TZVPD

Structure (XYZ):
```
12
Properties=species:S:1:pos:R:3
C 0.5096 -0.4932 -1.6371
C 0.0705 -0.0637 -0.3404
C -1.0625 1.0972 0.1054
C 0.6989 -0.5632 1.0166
F 1.2662 0.4021 1.6783
Cl 1.5533 -2.0430 1.1730
H 1.0624 -1.2869 -1.7632
H 0.0852 -0.0840 -2.5709
H -0.2304 1.8093 0.4407
H -1.6242 0.4311 0.9923
H -1.9424 1.5261 -0.6018
H -0.3866 -0.7316 1.5071
```

The charge is 0. The SMILES is C=C(C)[C@H](F)Cl. For the HOMO energy, the calculation gives -9.61 eV. The energy above the lowest of the compared OMol25 structures with the same formula, charge and spin comes out at 281.62 kJ/mol.

---

Number 1: E -53254.5854 eV, largest force on an atom 0.81 eV/Å. Number 2: E -52143.3102 eV, largest force on an atom 0.81 eV/Å. Number 3: E -71772.9916 eV, largest force on an atom 1.30 eV/Å. Number 4: E -35361.7795 eV, largest force on an atom 0.59 eV/Å. Number 5: E -74682.5376 eV, largest force on an atom 6.93 eV/Å. Number 6: E -19481.8232 eV, largest force on an atom 8.71 eV/Å.